The following is a quantum chemistry calculation of a 8-piece molecular cluster, C42H46FIN11O2 overall in a non-equilibrium geometry, from the Open Molecules 2025 dataset.

```
103
Properties=species:S:1:pos:R:3
N 3.591 -0.425 -2.147
C 2.765 -0.664 -0.959
N 1.865 0.536 -0.936
C 1.070 0.178 -2.021
N 0.795 0.940 -2.997
N 0.679 -1.133 -1.942
C -0.721 -1.314 -1.608
C -1.483 -1.829 -2.840
O -0.956 -1.925 -3.902
I -3.540 -2.329 -2.610
C 1.694 -1.743 -1.068
C 2.079 -3.193 -1.272
C 2.926 -3.470 -2.477
O 4.008 -3.991 -2.453
F 2.375 -3.057 -3.615
H 3.596 -1.181 -2.813
H 4.521 -0.176 -1.863
H 3.416 -0.658 -0.092
H 1.297 0.491 -0.084
H 1.125 1.895 -3.030
H 0.300 0.615 -3.816
H -1.170 -0.427 -1.188
H -0.785 -2.107 -0.873
H 1.253 -1.757 -0.067
H 2.541 -3.599 -0.393
H 1.156 -3.755 -1.401
N -2.646 -6.026 -0.518
C -2.775 -6.397 -1.791
C -3.917 -6.981 -2.313
C -4.988 -7.200 -1.463
C -4.874 -6.824 -0.134
C -3.687 -6.243 0.284
H -1.911 -6.209 -2.419
H -3.965 -7.257 -3.357
H -5.899 -7.656 -1.830
H -5.685 -6.979 0.563
H -3.556 -5.932 1.315
N -0.800 -0.294 1.452
C -2.103 -0.565 1.314
C -2.880 -1.144 2.302
C -2.279 -1.464 3.507
C -0.932 -1.187 3.675
C -0.245 -0.607 2.622
H -2.539 -0.298 0.358
H -3.929 -1.337 2.130
H -2.853 -1.916 4.305
H -0.425 -1.417 4.602
H 0.808 -0.368 2.712
N -5.627 0.311 -1.588
C -6.634 -0.246 -0.916
C -7.960 0.128 -1.064
C -8.260 1.142 -1.959
C -7.227 1.734 -2.667
C -5.936 1.282 -2.446
H -6.355 -1.034 -0.224
H -8.736 -0.362 -0.493
H -9.283 1.465 -2.104
H -7.417 2.528 -3.375
H -5.098 1.716 -2.982
N 0.275 4.124 -5.283
C 0.047 5.276 -4.652
C 1.027 6.224 -4.399
C 2.320 5.962 -4.821
C 2.579 4.771 -5.478
C 1.527 3.893 -5.684
H -0.977 5.441 -4.338
H 0.781 7.142 -3.885
H 3.113 6.676 -4.641
H 3.574 4.527 -5.824
H 1.684 2.950 -6.199
N -2.021 2.868 5.197
C -2.025 1.537 5.239
C -2.308 0.804 6.381
C -2.599 1.492 7.549
C -2.598 2.876 7.524
C -2.304 3.512 6.327
H -1.792 1.048 4.308
H -2.301 -0.277 6.359
H -2.824 0.958 8.463
H -2.819 3.451 8.412
H -2.295 4.595 6.262
N 4.173 4.090 -0.841
C 4.450 2.797 -0.998
C 5.634 2.206 -0.591
C 6.591 3.001 0.019
C 6.322 4.348 0.192
C 5.103 4.839 -0.254
H 3.682 2.205 -1.478
H 5.804 1.149 -0.748
H 7.531 2.579 0.353
H 7.040 5.005 0.661
H 4.852 5.887 -0.136
N 3.974 -0.427 2.255
C 5.268 -0.096 2.183
C 6.188 -0.351 3.187
C 5.751 -0.984 4.337
C 4.417 -1.338 4.434
C 3.578 -1.040 3.373
H 5.573 0.400 1.270
H 7.222 -0.061 3.067
H 6.439 -1.200 5.143
H 4.033 -1.835 5.314
H 2.530 -1.306 3.415
```

Charge: +1
Kohn-Sham gap, Eh: 0.318
Highest occupied orbital energy, eV: -11.33

The following is a quantum chemistry calculation of C38H33BrCrF9N5O5P as an isolated structure in a non-equilibrium geometry, from the Open Molecules 2025 dataset.

```
93
Properties=species:S:1:pos:R:3
Cr -1.473 0.262 -0.689
C 1.638 3.247 -1.286
C 0.188 3.279 -0.983
N -0.720 2.309 -0.835
C -1.915 2.962 -0.609
C -1.726 4.327 -0.619
N -0.393 4.485 -0.845
C -2.602 5.539 -0.529
O -3.867 5.362 -0.244
O -2.089 6.612 -0.720
C -3.186 2.232 -0.721
O -4.243 2.741 -0.343
O -3.053 1.117 -1.307
H 2.057 2.250 -1.276
H 2.177 3.860 -0.565
H 1.797 3.684 -2.272
H 0.031 5.398 -0.951
H -4.158 4.408 -0.196
O -5.949 -4.362 -0.851
C -5.037 -3.401 -0.884
C -5.306 -2.032 -0.815
C -4.262 -1.134 -0.826
N -2.955 -1.449 -0.921
C -2.737 -2.764 -1.042
Br -0.953 -3.303 -1.303
C -3.691 -3.757 -1.007
H -6.856 -4.026 -0.806
H -6.319 -1.661 -0.751
H -4.506 -0.085 -0.785
H -3.419 -4.797 -1.092
F 3.674 2.888 4.535
C 4.442 2.314 3.600
F 5.201 3.290 3.077
F 5.268 1.472 4.227
C 3.616 1.629 2.540
C 4.166 0.602 1.784
C 3.389 -0.046 0.841
C 2.078 0.361 0.597
C 1.564 1.421 1.337
C 2.312 2.043 2.316
P 0.948 -0.492 -0.599
C 1.778 -2.132 -0.533
C 1.920 -2.772 0.695
C 2.414 -4.061 0.759
C 2.757 -4.722 -0.412
C 2.657 -4.080 -1.641
C 2.168 -2.788 -1.698
C 3.230 -6.154 -0.372
F 2.981 -6.746 0.802
F 2.632 -6.895 -1.315
F 4.550 -6.253 -0.586
C 1.606 0.110 -2.208
C 2.976 0.248 -2.433
C 3.437 0.862 -3.583
C 2.526 1.343 -4.515
C 1.163 1.139 -4.339
C 0.706 0.518 -3.189
C 3.010 2.108 -5.725
F 4.199 2.682 -5.511
F 2.163 3.097 -6.053
F 3.138 1.326 -6.803
H 5.186 0.293 1.955
H 3.817 -0.883 0.312
H 0.555 1.753 1.134
H 1.880 2.826 2.918
H 1.641 -2.263 1.606
H 2.514 -4.552 1.713
H 2.939 -4.591 -2.549
H 2.064 -2.303 -2.658
H 3.693 -0.095 -1.702
H 4.495 0.990 -3.746
H 0.467 1.486 -5.088
H -0.363 0.362 -3.035
C -2.169 1.116 2.329
C -2.294 0.960 3.868
N -2.389 -0.445 4.214
C -3.500 -1.035 3.499
C -3.206 -0.995 1.978
N -1.993 -0.205 1.704
C -0.863 -0.896 2.347
C -1.168 -1.135 3.851
H -1.309 1.745 2.078
H -3.069 1.571 1.908
H -3.185 1.466 4.240
H -1.425 1.374 4.380
H -4.404 -0.474 3.738
H -3.633 -2.063 3.843
H -4.042 -0.542 1.444
H -3.038 -2.006 1.598
H 0.025 -0.271 2.239
H -0.696 -1.839 1.815
H -0.362 -0.762 4.485
H -1.306 -2.196 4.061
```

Charge: +1
Kohn-Sham gap (spin up / spin down), Eh: 0.290 / 0.292
Highest occupied orbital energy (spin up / spin down), eV: -10.82 / -10.97
Spin multiplicity: 5

The following is a quantum chemistry calculation of a 2-piece molecular cluster, CHFN2O overall in a non-equilibrium geometry, from the Open Molecules 2025 dataset.

```
6
Properties=species:S:1:pos:R:3
C 1.150 0.030 0.037
N 0.521 1.023 -0.285
N -2.249 0.316 -0.617
O -2.219 -0.227 0.400
F 0.607 -1.285 0.177
H 2.190 0.143 0.289
```

Charge: 0
Kohn-Sham gap (spin up / spin down), Eh: 0.433 / 0.248
Highest occupied orbital energy (spin up / spin down), eV: -11.45 / -8.56

The following is a quantum chemistry calculation of a 3-piece molecular cluster, C4H10O3 overall in a non-equilibrium geometry, from the Open Molecules 2025 dataset.

```
17
Properties=species:S:1:pos:R:3
C 2.424 -0.812 0.328
C 1.851 0.381 0.605
C 0.571 0.733 1.106
C -0.405 -0.126 1.596
O -1.689 0.147 1.711
H 3.429 -0.902 -0.068
H 1.883 -1.697 0.650
H 2.489 1.263 0.485
H 0.461 1.805 1.295
H 0.021 -1.084 1.951
H -2.044 0.054 0.787
H -1.988 -0.512 -1.419
H -1.950 -2.003 -1.162
O -2.283 -1.183 -0.780
H -0.279 1.319 -1.933
H -1.479 1.694 -2.740
O -1.010 0.923 -2.413
```

Charge: +1
Kohn-Sham gap (spin up / spin down), Eh: 0.336 / 0.282
Highest occupied orbital energy (spin up / spin down), eV: -14.73 / -15.43
Spin multiplicity: 2

The following is a quantum chemistry calculation of a 2-piece molecular cluster, C9H13NO2 overall in a non-equilibrium geometry, from the Open Molecules 2025 dataset.

```
25
Properties=species:S:1:pos:R:3
C 0.850 -2.062 -1.286
C -0.296 -0.602 0.414
C 0.729 -1.485 0.094
C -0.279 0.004 1.658
C 0.708 -0.308 2.590
C 1.659 -1.836 1.054
C 1.672 -1.247 2.318
O 0.664 0.247 3.853
H -1.122 -0.503 -0.276
H -0.901 0.873 1.871
H 1.751 -1.706 -1.788
H -0.005 -1.813 -1.911
H 2.402 -2.572 0.770
H 0.247 1.113 3.811
H 2.381 -1.596 3.060
H 0.899 -3.154 -1.350
C -0.198 1.997 -3.207
C -1.313 1.487 -2.363
O -1.604 0.310 -2.298
N -1.966 2.426 -1.634
H 0.427 2.794 -2.783
H -0.512 2.436 -4.154
H -2.791 2.175 -1.102
H -1.696 3.393 -1.711
H 0.509 1.231 -3.481
```

Charge: 0
Kohn-Sham gap, Eh: 0.325
SMILES: Cc1ccc(O)cc1.CC(N)=O
Highest occupied orbital energy, eV: -8.18

The following is a quantum chemistry calculation of one molecule with the formula C7H5Cl2NO3 in a non-equilibrium geometry, from the Open Molecules 2025 dataset.

```
18
Properties=species:S:1:pos:R:3
C 1.005 -0.490 -1.268
C 1.591 0.396 -0.123
C 0.053 -1.338 -0.885
C 0.631 1.439 0.224
C -1.678 0.600 -0.664
C -0.324 -1.306 0.528
C -0.723 1.298 0.278
N 0.454 -1.075 1.560
O 0.268 -1.069 2.738
O -1.534 0.529 -1.814
O 1.703 -0.383 1.096
Cl -3.242 0.290 -0.092
Cl -1.694 2.524 1.156
H 1.428 -0.671 -2.287
H 2.563 0.766 -0.284
H -0.430 -1.951 -1.602
H 1.172 2.271 0.670
H -1.242 -1.831 0.770
```

Charge: 0
Kohn-Sham gap, Eh: 0.304
SMILES: O=C(Cl)/C(Cl)=C\[C@@H]1C=CC=[N+]([O-])O1
Highest occupied orbital energy, eV: -8.80

The following is a quantum chemistry calculation of a 3-piece molecular cluster, C3H11FN3O2 overall in a non-equilibrium geometry, from the Open Molecules 2025 dataset.

```
20
Properties=species:S:1:pos:R:3
C 0.558 -1.633 0.146
C -4.881 -1.097 -0.420
C -0.685 0.389 0.258
N 0.414 1.106 0.027
N -1.894 0.945 0.623
N 3.171 0.614 -0.192
O -4.115 -0.251 0.045
O -0.754 -0.929 0.216
F -1.948 2.282 0.581
H 0.976 -1.531 -0.809
H 0.298 -2.595 0.693
H 1.075 -1.086 0.978
H -4.379 -1.892 -0.963
H -5.894 -0.989 -0.181
H 0.321 2.093 0.100
H 1.426 0.696 -0.159
H 3.755 1.421 -0.039
H 3.372 0.009 -0.958
H 2.939 0.238 0.667
H -2.734 0.454 0.278
```

Charge: +1
Kohn-Sham gap, Eh: 0.414
Highest occupied orbital energy, eV: -14.17

The following is a quantum chemistry calculation of a 3-piece molecular cluster, C4H12BrN3 overall in a non-equilibrium geometry, from the Open Molecules 2025 dataset.

```
20
Properties=species:S:1:pos:R:3
C 4.003 1.244 0.234
C 3.040 -0.241 -0.962
C 3.868 -1.739 0.852
C -8.480 0.198 0.439
N -8.786 0.636 -0.754
N 4.374 2.372 -0.346
N 3.427 -1.618 -0.526
Br 1.337 0.279 -0.208
H 4.280 0.907 1.190
H 4.947 -1.367 0.919
H 3.287 -1.258 1.666
H 4.016 -2.868 1.010
H -8.144 0.841 1.345
H -8.578 -0.779 0.638
H -8.692 1.693 -0.980
H -9.202 -0.025 -1.438
H 3.979 2.616 -1.311
H 4.573 3.157 0.136
H 4.124 -1.786 -1.315
H 2.627 -2.262 -0.591
```

Charge: +2
Kohn-Sham gap, Eh: 0.220
Highest occupied orbital energy, eV: -13.42

The calculation returns the following calculated total energy values, one per record and in order: -75597.1272 -189839.1918 -8793.4947 -10442.6747 -15129.2891 -40010.9376 -14562.4411 -78833.6794 eV.